# 1
This record from the OMol25 dataset describes a 2-piece molecular cluster, C3F8OS overall at a distorted geometry. The level of theory is ωB97M-V with the def2-TZVPD basis set.

Summary:
**Electronic energy**: -37730.4095 eV
**Kohn-Sham gap (alpha / beta)**: 9.05 / 8.36 eV

```
! wB97M-V def2-TZVPD RIJCOSX def2/J DEFGRID3
* xyz 0 1
S -0.2897 -1.4614 -1.4113
F 1.2228 0.6870 -2.1151
F 1.9108 0.1071 1.0642
F -0.3647 0.4680 3.3523
F -0.9129 0.9719 -2.2155
F 0.0923 1.7700 1.6749
F -1.5084 0.4467 1.4083
F 0.9671 -1.5321 2.2577
F 0.0609 -0.1677 -3.7317
O -1.7463 -1.4652 -1.3621
C 0.7861 -0.4454 1.4962
C 0.0550 0.1051 -2.4521
C -0.2731 0.5160 2.0341
*
```

# 2
This record from the OMol25 dataset describes a 2-piece molecular cluster, C3FO2 overall at a distorted geometry. The level of theory is ωB97M-V with the def2-TZVPD basis set.

Summary:
**Electronic energy**: -9916.9948 eV
**Kohn-Sham gap (alpha / beta)**: 7.14 / 7.08 eV

```
! wB97M-V def2-TZVPD RIJCOSX def2/J DEFGRID3
* xyz -1 1
F 1.6270 0.0234 -0.7494
O -1.5391 -0.7926 -0.7901
O -0.5022 1.1926 -0.0516
C 1.6493 -0.6217 0.4645
C -0.3092 0.2548 1.1747
C -0.9258 -0.0564 -0.0481
*
```

# 3
This record from the OMol25 dataset describes C3GaO2 as an isolated structure at a distorted geometry. The level of theory is ωB97M-V with the def2-TZVPD basis set.

Summary:
**Electronic energy**: -59573.9172 eV
**Kohn-Sham gap (alpha / beta)**: 8.01 / 6.95 eV
**Expectation value of S²**: 0.76

```
! wB97M-V def2-TZVPD RIJCOSX def2/J DEFGRID3
* xyz 0 2
Ga -1.5986 1.7500 -0.6723
O -0.1206 -0.7037 -0.7941
O 0.4414 0.4575 0.9072
C 0.8189 -1.5876 -0.1180
C -0.2663 0.4470 -0.1540
C 1.2851 -1.0332 1.0033
*
```

# 4
This record from the OMol25 dataset describes C3H10BBeFINO3P as an isolated structure at a distorted geometry. The level of theory is ωB97M-V with the def2-TZVPD basis set.

Summary:
**Electronic energy**: -32074.6529 eV
**Kohn-Sham gap**: 3.42 eV

```
! wB97M-V def2-TZVPD RIJCOSX def2/J DEFGRID3
* xyz 1 1
I 0.9432 2.5073 -1.7400
P -1.9696 0.0406 -0.4345
F 0.3048 1.3143 2.3808
O -0.2971 -0.1445 -0.9033
O 1.9919 -0.8943 1.2560
O -1.6100 1.3281 0.7328
N 3.0437 -0.0554 -1.0427
C 0.6144 0.8601 -0.2716
C -1.9757 -1.2660 0.9888
C -0.1530 1.5833 0.9838
B 1.9546 -0.0738 0.0174
Be 1.2915 -1.2472 -2.9119
H -2.1412 -2.3640 0.5548
H 2.8981 -0.8760 1.6840
H -0.1239 2.7767 0.9729
H -3.4302 0.1595 -0.3459
H -2.8807 -1.0995 1.7493
H -0.9939 -1.2142 1.6608
H -2.0889 0.8911 -1.5947
H 3.9833 -0.3102 -0.6662
H 2.7994 -0.7738 -1.7875
H -2.1607 -1.1422 -1.2829
*
```

# 5
This record from the OMol25 dataset describes a 2-piece molecular cluster, C3H10ClN2OP overall at a distorted geometry. The level of theory is ωB97M-V with the def2-TZVPD basis set.

Summary:
**Electronic energy**: -30108.2319 eV
**Kohn-Sham gap (alpha / beta)**: 7.42 / 7.70 eV
**Expectation value of S²**: 2.01

```
! wB97M-V def2-TZVPD RIJCOSX def2/J DEFGRID3
* xyz 0 3
Cl -1.7423 0.8933 2.0533
P -0.2255 -0.3640 -0.3297
O -1.3283 -1.3516 -0.5182
N 1.2395 0.0995 -2.5375
N 0.6954 -0.5541 1.0818
C 1.1503 -1.9185 1.2730
C -0.6030 1.4409 -0.3438
C -1.9560 1.6686 0.4296
H 0.4129 -2.4985 0.8119
H 1.4241 0.1805 1.3757
H 0.1818 1.7680 0.2805
H 1.1418 -2.1358 2.2791
H -2.6306 1.1603 -0.2181
H -0.5192 1.9076 -1.2682
H 2.0917 -2.1062 0.5637
H -2.2040 2.6642 0.5131
H 0.7675 -0.5473 -3.2879
H 2.1037 -0.3066 -2.1582
*
```

# 6
This record from the OMol25 dataset describes one molecule with the formula C3H10ClNOP2 at a distorted geometry. The level of theory is ωB97M-V with the def2-TZVPD basis set.

Summary:
**Electronic energy**: -37910.3636 eV
**Kohn-Sham gap**: 7.91 eV
**Structure (SMILES)**: CCCP(N)#P(O)Cl

```
! wB97M-V def2-TZVPD RIJCOSX def2/J DEFGRID3
* xyz 0 1
Cl -4.0776 -0.1167 0.6535
P -0.9552 -0.8396 -1.0653
P -1.7813 0.8859 0.1594
O -2.2704 1.8397 -1.0433
N -1.7278 -2.0813 -0.1538
C 0.6072 -0.8601 -0.0362
C 2.7470 0.7286 0.4957
C 1.3858 0.5045 -0.1821
H 2.5659 0.7466 1.5068
H -2.7097 -1.8667 -0.1018
H -1.3464 -2.2782 0.7760
H 1.1631 -1.6172 -0.4004
H -2.9261 2.5297 -0.7230
H 1.5719 0.7981 -1.2868
H 3.0873 1.5341 0.0005
H 0.7786 1.2725 0.1316
H 0.5878 -1.0166 1.1015
H 3.2999 -0.1633 0.1676
*
```